(1)
Density functional theory data (wB97M-V/def2-TZVPD) for a structure of composition C22H15F3N3O7Ti.

Summary:
- HOMO (spin up / spin down) (eV) = -3.3 / -5.4
- net charge = -1
- lowest unoccupied orbital energy (spin up / spin down) (eV) = 2.89 / 2.20
- DFT total energy (Eh) = -2687.694465
- 2S+1 = 3
- largest force on an atom (Eh/bohr) = 0.0061
- gap between HOMO and LUMO (spin up / spin down) (eV) = 6.215 / 7.575

Last column: Löwdin spin population.
Positions of all 51 atoms, in Å:
1 Ti -0.429 0.230 0.053  1.02
2 O 2.048 4.631 -2.125  0.00
3 C 3.014 3.696 -2.116  0.01
4 C 4.292 4.075 -2.526  0.00
5 C 5.326 3.158 -2.539  0.01
6 C 5.107 1.841 -2.144  0.00
7 C 3.841 1.462 -1.736  0.01
8 C 2.783 2.368 -1.712  0.00
9 C 1.455 1.913 -1.263  0.06
10 O 1.287 0.680 -0.895  0.02
11 N 0.461 2.765 -1.247  -0.01
12 N -0.652 2.113 -0.777  0.18
13 C -1.843 2.690 -0.859  0.20
14 C -2.924 1.836 -0.565  0.10
15 C -4.286 2.208 -0.576  0.05
16 C -5.245 1.263 -0.340  0.05
17 C -4.861 -0.069 -0.094  0.09
18 C -3.518 -0.367 -0.085  0.02
19 N -2.559 0.541 -0.299  0.12
20 H 1.214 4.194 -1.805  0.00
21 H 4.445 5.103 -2.829  0.00
22 H 6.312 3.471 -2.860  0.00
23 H 5.915 1.122 -2.155  0.00
24 H 3.637 0.446 -1.422  0.00
25 H -1.960 3.717 -1.182  0.01
26 H -4.546 3.240 -0.773  0.00
27 H -6.293 1.538 -0.346  0.00
28 H -5.588 -0.846 0.089  0.01
29 H -3.173 -1.378 0.096  0.00
30 F -1.591 -3.661 -2.728  0.00
31 C -1.072 -3.838 -1.502  0.00
32 F -2.100 -3.961 -0.643  0.00
33 F -0.418 -5.002 -1.506  0.00
34 C -0.164 -2.646 -1.093  0.00
35 O 1.034 -2.863 -0.932  0.00
36 O -0.811 -1.573 -0.954  0.02
37 O 1.015 -1.193 1.103  0.00
38 C 0.606 -2.002 2.134  0.00
39 C 1.080 -3.308 2.206  0.00
40 C 0.690 -4.124 3.254  0.00
41 C -0.159 -3.641 4.241  0.00
42 C -0.618 -2.338 4.161  0.00
43 C -0.258 -1.502 3.108  0.00
44 C -0.832 -0.100 3.081  0.00
45 O -1.347 0.353 4.085  0.00
46 O -0.737 0.530 1.953  0.02
47 H 1.367 -1.748 0.363  0.00
48 H 1.738 -3.679 1.431  0.00
49 H 1.056 -5.142 3.297  0.00
50 H -0.462 -4.278 5.062  0.00
51 H -1.277 -1.923 4.911  0.00



(2)
Density functional theory data (wB97M-V/def2-TZVPD) for a structure of composition C22H15F9NO6S4.

Summary:
- HOMO (eV) = -5.8
- net charge = -1
- lowest unoccupied orbital energy (eV) = -0.65
- DFT total energy (Eh) = -3844.961888
- largest force on an atom (Eh/bohr) = 0.0811
- gap between HOMO and LUMO (eV) = 5.201

Last column: Mulliken charge in e.
Positions of all 57 atoms, in Å:
1 F 3.074 -0.924 -1.704  -0.18
2 C 2.414 -1.664 -0.815  0.54
3 F 1.123 -1.745 -1.223  -0.19
4 F 2.958 -2.905 -0.823  -0.22
5 S 2.313 -1.017 0.908  1.01
6 C 1.283 -2.213 1.872  -0.63
7 C -0.057 -1.723 2.094  1.09
8 C -0.400 -0.327 2.085  -0.96
9 C -1.491 0.117 1.338  -0.60
10 C -2.347 -0.837 0.780  0.16
11 C -3.386 -0.411 -0.256  0.63
12 F -3.620 -1.402 -1.175  -0.27
13 F -4.591 -0.101 0.326  -0.25
14 F -2.996 0.682 -0.979  -0.26
15 C -2.267 -2.154 1.253  -0.75
16 C -1.139 -2.587 1.940  -0.80
17 O 3.671 -0.969 1.365  -0.50
18 O 1.488 0.184 0.741  -0.58
19 H 1.423 -3.092 1.159  0.52
20 H 0.263 0.378 2.606  1.58
21 H -1.743 1.184 1.228  0.42
22 H -3.012 -2.890 0.975  0.44
23 H -1.043 -3.646 2.145  0.05
24 F -0.617 -5.725 3.591  -0.19
25 C 0.665 -5.519 3.130  0.68
26 F 1.499 -6.267 3.961  -0.21
27 F 0.741 -6.029 1.870  -0.24
28 S 1.282 -3.893 3.235  -0.15
29 N 0.938 0.970 4.347  -0.55
30 S 2.241 1.364 5.242  1.29
31 C 3.767 0.786 4.422  0.04
32 C 4.785 1.722 4.246  -0.39
33 C 6.049 1.329 3.902  -0.40
34 C 6.324 -0.020 3.653  -0.54
35 C 5.282 -0.952 3.717  -0.63
36 C 4.012 -0.563 4.134  -0.42
37 O 2.299 2.811 5.224  -0.75
38 O 2.360 0.576 6.449  -0.68
39 S -0.540 1.004 5.143  1.17
40 C -1.034 -0.561 5.894  -0.03
41 C -1.737 -1.526 5.155  -0.07
42 C -2.141 -2.738 5.728  -0.52
43 C -1.934 -2.966 7.094  -0.46
44 C -1.301 -1.989 7.864  -0.60
45 C -0.824 -0.795 7.268  -0.32
46 O -0.438 1.960 6.219  -0.69
47 O -1.453 1.191 4.048  -0.65
48 H 4.537 2.796 4.362  0.39
49 H 6.828 2.102 3.771  0.32
50 H 7.327 -0.351 3.397  0.37
51 H 5.482 -1.996 3.470  0.39
52 H 3.198 -1.293 4.190  0.62
53 H -1.977 -1.322 4.116  0.47
54 H -2.615 -3.527 5.132  0.39
55 H -2.276 -3.900 7.568  0.34
56 H -1.161 -2.167 8.946  0.33
57 H -0.275 -0.073 7.871  0.42



(3)
Density functional theory data (wB97M-V/def2-TZVPD) for a structure of composition C22H16BF2N4O2Ru.

Summary:
- HOMO (spin up / spin down) (eV) = -6.9 / -6.9
- net charge = 0
- lowest unoccupied orbital energy (spin up / spin down) (eV) = -1.09 / -1.06
- DFT total energy (Eh) = -1537.052835
- 2S+1 = 2
- largest force on an atom (Eh/bohr) = 0.0611
- gap between HOMO and LUMO (spin up / spin down) (eV) = 5.827 / 5.818

Last column: Löwdin spin population.
Positions of all 48 atoms, in Å:
1 Ru -0.812 -0.724 -0.590  0.78
2 C -2.183 3.338 -0.762  0.00
3 C -1.383 2.246 -1.018  0.00
4 N -1.319 1.190 -0.178  0.00
5 C -1.932 1.291 1.034  0.00
6 C -2.811 2.353 1.350  0.00
7 C -2.964 3.376 0.390  0.00
8 C -3.451 2.319 2.605  0.00
9 C -3.151 1.327 3.529  0.00
10 C -2.213 0.346 3.272  0.00
11 C -1.586 0.295 2.005  0.00
12 N -0.641 -0.532 1.537  0.05
13 C 0.318 -1.339 2.004  0.01
14 C 0.384 -1.996 3.250  0.01
15 C 1.443 -2.835 3.536  0.00
16 C 2.452 -3.078 2.615  0.01
17 C 2.446 -2.446 1.357  0.00
18 C 3.412 -2.664 0.349  0.00
19 C 3.326 -1.962 -0.841  0.00
20 C 2.274 -1.081 -1.036  0.00
21 N 1.329 -0.885 -0.113  -0.02
22 C 1.385 -1.555 1.059  0.01
23 H -2.210 4.148 -1.473  0.00
24 H -0.782 2.167 -1.917  0.00
25 H -3.642 4.195 0.570  0.00
26 H -4.163 3.093 2.848  0.00
27 H -3.661 1.330 4.482  0.00
28 H -1.997 -0.402 4.017  0.00
29 H -0.406 -1.855 3.970  0.00
30 H 1.476 -3.324 4.499  0.00
31 H 3.251 -3.762 2.853  0.00
32 H 4.201 -3.384 0.505  0.00
33 H 4.047 -2.106 -1.631  0.00
34 H 2.158 -0.521 -1.957  0.00
35 F -2.786 -1.655 -2.594  0.01
36 B -2.082 -0.600 -2.190  0.07
37 F -2.414 0.473 -2.917  0.02
38 O 1.140 -3.297 -2.435  0.01
39 C 0.318 -3.594 -1.601  0.00
40 C 0.065 -4.995 -1.038  0.00
41 C -0.906 -4.771 0.117  0.00
42 C -1.302 -3.318 -0.056  0.01
43 O -2.152 -2.681 0.562  0.04
44 N -0.539 -2.722 -0.992  0.01
45 H 1.013 -5.436 -0.732  0.00
46 H -0.366 -5.607 -1.829  0.00
47 H -0.410 -4.878 1.084  0.00
48 H -1.780 -5.420 0.106  0.00



(4)
Density functional theory data (wB97M-V/def2-TZVPD) for a structure of composition C22H16BrF9MoN2O3PS4.

Summary:
- HOMO (spin up / spin down) (eV) = -8.9 / -8.9
- net charge = 0
- lowest unoccupied orbital energy (spin up / spin down) (eV) = -2.52 / -2.66
- DFT total energy (Eh) = -6658.458588
- 2S+1 = 2
- largest force on an atom (Eh/bohr) = 0.0106
- gap between HOMO and LUMO (spin up / spin down) (eV) = 6.373 / 6.275

Last column: Löwdin spin population.
Positions of all 59 atoms, in Å:
1 Mo -0.493 -0.469 -0.067  0.91
2 C 4.301 1.990 2.224  0.00
3 C 2.885 2.374 1.866  0.00
4 O 1.922 1.499 2.516  0.00
5 P 1.618 0.025 2.088  0.01
6 S -0.346 -0.321 2.400  -0.01
7 S 2.014 -0.387 0.160  0.00
8 O 2.527 -0.809 3.069  0.01
9 C 2.473 -2.262 3.059  0.00
10 C 3.641 -2.774 3.862  0.00
11 H 4.992 2.719 1.798  0.00
12 H 4.557 1.007 1.826  0.00
13 H 4.432 1.977 3.306  0.00
14 H 2.707 2.341 0.793  0.00
15 H 2.624 3.363 2.232  0.00
16 H 2.512 -2.603 2.024  0.00
17 H 1.518 -2.561 3.491  0.00
18 H 4.584 -2.477 3.405  0.00
19 H 3.601 -3.863 3.900  0.00
20 H 3.605 -2.388 4.880  0.00
21 S -0.593 -0.261 -2.367  0.04
22 C -2.033 0.700 -2.620  0.01
23 C -2.250 1.318 -3.848  0.00
24 C -3.398 2.066 -4.058  0.00
25 C -3.609 2.693 -5.328  0.00
26 N -3.780 3.192 -6.348  0.00
27 C -4.345 2.206 -3.027  0.00
28 C -4.126 1.592 -1.804  0.00
29 C -2.976 0.838 -1.597  0.02
30 S -2.723 0.052 -0.053  -0.01
31 C -5.536 2.976 -3.226  0.00
32 N -6.498 3.589 -3.362  0.00
33 H -1.520 1.218 -4.639  0.00
34 H -4.850 1.705 -1.008  0.00
35 Br 0.561 6.385 -0.004  0.00
36 C 0.241 4.516 -0.049  0.00
37 C -0.604 3.940 0.880  0.00
38 C -0.816 2.567 0.846  0.00
39 C -0.187 1.735 -0.084  -0.01
40 C 0.647 2.366 -1.014  0.00
41 C 0.861 3.737 -1.011  0.00
42 H -1.097 4.552 1.624  0.00
43 H -1.485 2.145 1.585  0.00
44 H 1.160 1.783 -1.768  0.00
45 H 1.508 4.193 -1.749  0.00
46 F -2.265 -3.087 -1.775  0.00
47 C -1.973 -3.982 -0.831  0.00
48 F -2.100 -5.202 -1.355  0.00
49 F -2.874 -3.845 0.146  0.00
50 C -0.534 -3.731 -0.278  0.00
51 O -0.357 -2.407 -0.045  0.02
52 C -0.352 -4.493 1.070  0.00
53 F -0.985 -3.852 2.052  0.00
54 F 0.947 -4.553 1.399  0.00
55 F -0.820 -5.740 1.013  0.00
56 C 0.527 -4.222 -1.312  0.00
57 F 1.720 -3.698 -1.025  0.00
58 F 0.196 -3.823 -2.543  0.00
59 F 0.643 -5.551 -1.319  0.00



(5)
Density functional theory data (wB97M-V/def2-TZVPD) for a structure of composition C22H16Cl2IrN4O2S2.

Summary:
- HOMO (spin up / spin down) (eV) = -7.2 / -7.3
- net charge = 0
- lowest unoccupied orbital energy (spin up / spin down) (eV) = -0.35 / -1.86
- DFT total energy (Eh) = -3038.671927
- 2S+1 = 2
- largest force on an atom (Eh/bohr) = 0.0317
- gap between HOMO and LUMO (spin up / spin down) (eV) = 6.827 / 5.401

Last column: Löwdin spin population.
Positions of all 49 atoms, in Å:
1 Ir 0.731 0.230 -0.110  0.13
2 Cl 2.332 -5.504 3.296  0.00
3 C 1.631 -3.970 2.903  0.00
4 C 1.749 -3.506 1.597  0.00
5 C 1.213 -2.277 1.262  0.00
6 N 1.190 -1.727 -0.034  0.01
7 C 1.106 -2.469 -1.154  0.00
8 O 1.431 -3.630 -1.337  0.00
9 C 0.293 -1.724 -2.207  0.00
10 C 0.015 -2.302 -3.431  0.00
11 C -0.789 -1.623 -4.330  0.00
12 C -1.297 -0.381 -3.972  0.00
13 C -0.980 0.138 -2.732  0.00
14 N -0.208 -0.521 -1.865  0.00
15 C 0.508 -1.519 2.229  0.00
16 C 0.395 -1.994 3.525  0.00
17 C 0.966 -3.218 3.857  0.00
18 Cl 0.816 -3.776 5.490  0.00
19 N -0.007 -0.304 1.753  0.00
20 C -0.545 0.672 2.492  0.00
21 O -0.900 0.641 3.665  0.00
22 C -0.684 1.965 1.714  0.00
23 C -1.291 3.055 2.313  0.00
24 C -1.462 4.219 1.587  0.00
25 C -1.028 4.259 0.271  0.00
26 C -0.415 3.142 -0.262  0.01
27 N -0.230 2.025 0.448  0.02
28 H 2.256 -4.100 0.853  0.00
29 H 0.438 -3.276 -3.633  0.00
30 H -1.018 -2.051 -5.296  0.00
31 H -1.929 0.186 -4.640  0.00
32 H -1.346 1.103 -2.404  0.00
33 H -0.136 -1.422 4.269  0.00
34 H -1.619 2.941 3.336  0.00
35 H -1.934 5.082 2.037  0.00
36 H -1.149 5.142 -0.339  0.00
37 H -0.023 3.133 -1.271  0.01
38 C 4.470 2.345 -1.937  0.01
39 C 3.437 1.712 -1.044  0.13
40 S 2.015 1.197 -1.802  0.25
41 C 3.598 1.593 0.319  0.13
42 C 4.809 2.113 1.040  0.01
43 S 2.421 0.860 1.299  0.26
44 H 4.191 2.234 -2.982  0.00
45 H 5.446 1.878 -1.796  0.00
46 H 4.578 3.411 -1.723  0.00
47 H 5.568 2.474 0.351  0.00
48 H 5.248 1.334 1.664  0.00
49 H 4.530 2.934 1.703  0.00



(6)
Density functional theory data (wB97M-V/def2-TZVPD) for the molecule C22H16Cl2N2O4.

Summary:
- HOMO (eV) = -9.0
- net charge = 0
- lowest unoccupied orbital energy (eV) = -0.22
- DFT total energy (Eh) = -2178.672572
- SMILES = Cc1ccc(C(=O)[C@@H]2C(=O)C(=O)N(Cc3cccnc3)[C@@H]2c2ccc(Cl)c(Cl)c2)o1
- largest force on an atom (Eh/bohr) = 0.0886
- gap between HOMO and LUMO (eV) = 8.818

Last column: Mulliken charge in e.
Positions of all 46 atoms, in Å:
1 C 2.100 0.150 -4.599  -1.31
2 C 2.151 -0.854 -3.573  0.49
3 C 2.381 -2.239 -3.672  -0.55
4 C 2.295 -2.698 -2.385  -0.51
5 C 1.883 -1.697 -1.611  0.41
6 C 1.782 -2.024 -0.196  0.22
7 O 1.502 -3.194 0.164  -0.67
8 C 1.961 -1.065 0.957  0.45
9 C 2.106 -1.888 2.189  0.13
10 O 3.141 -2.357 2.653  -0.58
11 C 0.905 -1.444 3.045  0.36
12 O 0.763 -1.938 4.176  -0.65
13 N 0.264 -0.292 2.534  0.20
14 C -0.232 0.741 3.368  -1.78
15 C -1.272 1.676 2.698  0.72
16 C -2.577 1.334 2.547  -0.25
17 C -3.445 2.108 1.811  -0.45
18 C -3.093 3.365 1.426  -0.09
19 N -1.909 3.811 1.748  -0.61
20 C -0.932 3.010 2.285  -0.39
21 C 0.842 0.013 1.157  -1.11
22 C -0.281 0.043 0.206  0.94
23 C -0.429 1.139 -0.594  0.12
24 C -1.392 1.079 -1.620  -1.07
25 C -2.245 0.045 -1.815  0.48
26 Cl -3.314 -0.080 -3.166  -0.21
27 C -2.076 -1.081 -1.030  -0.33
28 Cl -3.274 -2.487 -1.102  -0.21
29 C -1.115 -1.124 0.046  -0.45
30 O 2.029 -0.526 -2.219  -0.27
31 H 1.556 -0.226 -5.437  0.35
32 H 1.715 1.110 -4.130  0.29
33 H 3.089 0.521 -4.862  0.32
34 H 2.425 -3.006 -4.439  0.35
35 H 2.470 -3.804 -2.203  0.40
36 H 2.883 -0.525 0.641  0.52
37 H 0.582 1.247 3.756  0.62
38 H -0.630 0.426 4.287  0.71
39 H -2.971 0.449 2.959  0.49
40 H -4.406 1.749 1.526  0.46
41 H -3.953 4.064 0.894  0.20
42 H 0.018 3.528 2.432  0.42
43 H 1.248 1.037 1.328  0.60
44 H 0.175 2.083 -0.514  0.28
45 H -1.646 1.912 -2.232  0.52
46 H -1.074 -2.094 0.565  0.46